No. 1
Here is a gas-phase ion, C4H12N2 (charge +1) in a non-equilibrium geometry from the Open Molecules 2025 dataset. Energies are from wB97M-V/def2-TZVPD.

Properties
LUMO energy (alpha / beta) = -3.2203 / -3.2697 eV
Kohn-Sham gap (alpha / beta) = 4.28 / 8.13 eV
Multiplicity = 2
M = 88.15 g/mol
HOMO (alpha / beta) = -7.504 / -11.395 eV
Energy relative to the best compared isomer or geometry (same formula, charge and spin) = 159.0 kJ/mol
Charge = +1

```
18
Properties=species:S:1:pos:R:3:forces:R:3
H 0.66136 -0.44873 3.07591 -0.1 0.0 -0.2
H 0.14524 0.27163 -4.01214 0.2 0.0 0.1
H 1.11782 0.77289 1.21386 -0.1 0.3 0.1
H 1.33793 -0.43659 -3.08829 0.2 0.2 -0.1
H -0.34251 -1.47781 1.16529 0.0 0.2 -0.4
H 1.55186 -0.21570 -0.82974 0.2 0.0 0.0
C -0.04676 0.61265 -1.96351 0.2 0.9 0.3
C -0.61795 -0.44342 1.36833 0.2 0.1 0.8
H -0.54262 0.62803 3.24068 -0.2 -0.1 -0.2
H -0.14938 -1.11503 -3.14791 0.2 0.0 -0.2
N -0.33584 -0.30870 2.88364 0.4 0.2 0.2
H -1.68691 -0.28768 1.30313 -0.2 -0.2 -0.3
H -0.41623 1.55481 0.67204 0.2 0.1 0.1
H -0.84097 -0.98807 3.44790 -0.2 0.0 0.0
C 0.61247 0.31611 -0.75737 -0.1 -0.7 -0.2
H -0.99455 1.11998 -2.07114 0.0 -0.2 -0.1
C 0.19556 0.64629 0.63163 -0.1 -0.4 -0.3
N 0.35150 -0.20067 -3.13230 -1.0 -0.5 0.3
```
Positions in Å, forces in eV/Å.

These are the natural (NBO) partial charges, in e, on atoms 1 to 8: 0.432, 0.433, 0.197, 0.427, 0.220, 0.180, -0.307, -0.198

=====

No. 2
Here is a gas-phase ion, C4H12N2 (charge +1) in a non-equilibrium geometry from the Open Molecules 2025 dataset. Energies are from wB97M-V/def2-TZVPD.

Properties
LUMO energy (alpha / beta) = -3.1656 / -7.7314 eV
Kohn-Sham gap (alpha / beta) = 10.86 / 6.06 eV
Multiplicity = 2
M = 88.15 g/mol
HOMO (alpha / beta) = -14.027 / -13.787 eV
Energy relative to the best compared isomer or geometry (same formula, charge and spin) = 3.6 kJ/mol
Charge = +1

```
18
Properties=species:S:1:pos:R:3:forces:R:3
H 0.44119 -1.31797 0.77544 0.6 0.2 -0.1
H -1.90421 0.56627 -0.17863 0.1 -0.3 0.3
H -1.10324 -1.78859 -0.78148 0.0 -0.2 0.0
H -0.25980 -1.16151 -2.04912 0.2 -0.2 0.0
H 2.74346 -0.71153 0.22494 0.1 0.2 0.0
C 0.16456 0.66968 -0.02822 -0.4 0.7 0.9
C 2.08677 -0.79535 -0.63575 0.0 0.0 0.5
H 2.33666 -1.71838 -1.14627 -0.1 -0.1 -0.1
H 0.17067 1.13571 -1.01682 0.1 -0.2 -0.2
H -2.54005 1.59455 1.83638 0.1 0.0 -0.2
H -0.84541 1.67172 2.34353 0.3 -0.1 0.1
H -1.40154 2.75044 1.08271 -0.1 0.2 -0.1
C -1.51517 1.74509 1.49625 -0.3 -0.2 0.5
N -1.15968 0.79420 0.48410 0.1 0.6 -0.9
C 0.63158 -0.82636 -0.18784 -0.8 -1.0 -0.6
H 2.26154 0.04970 -1.29653 0.1 0.0 -0.2
H 0.82208 1.23996 0.63780 0.0 -0.3 -0.1
N -0.17588 -1.57975 -1.12727 -0.2 0.8 0.2
```
Positions in Å, forces in eV/Å.

These are the natural (NBO) partial charges, in e, on atoms 1 to 8: 0.220, 0.410, 0.368, 0.371, 0.237, -0.278, -0.624, 0.258

=====

No. 3
Here is 2 unconnected molecules or ions with the total composition C4H12N2O from the Open Molecules 2025 dataset. Energies are from wB97M-V/def2-TZVPD.

Properties
LUMO energy (alpha / beta) = 3.9717 / 3.8089 eV
Kohn-Sham gap (alpha / beta) = 2.83 / 8.51 eV
Multiplicity = 2
M = 104.15 g/mol
HOMO (alpha / beta) = 1.142 / -4.703 eV
Energy relative to the best compared isomer or geometry (same formula, charge and spin) = 40.2 kJ/mol
Charge = -1

```
19
Properties=species:S:1:pos:R:3:forces:R:3
H -0.98423 0.16104 -2.29647 -0.3 -0.1 0.0
O 2.73334 -1.83860 -1.05053 -0.2 -0.2 -0.1
C -0.29678 -0.77654 2.08275 -0.6 0.0 0.0
C -0.76013 0.08124 1.16652 0.7 0.2 0.1
H 1.23628 0.95265 -0.62270 -0.1 0.0 0.1
N 0.85473 0.39472 -1.38212 0.0 -0.1 0.3
N -0.77169 1.47540 1.35669 -0.1 -0.5 -0.1
H 3.48037 -1.25102 -0.92113 -0.1 0.2 0.0
H 1.22333 0.80814 -2.23335 -0.3 0.1 -0.1
H -0.35300 -1.82918 1.84804 0.3 -0.1 0.2
H -0.95893 -1.41994 -0.33171 0.2 -0.2 0.0
H -0.94051 1.51323 -1.15358 -0.2 0.0 -0.2
H -2.28045 -0.26844 -0.27167 0.0 0.0 0.1
H -0.63484 1.70250 2.33540 -0.1 0.2 0.0
H -0.03254 -0.44151 3.08021 0.1 -0.2 -0.1
H 1.93836 -1.25906 -1.09671 0.3 0.1 0.0
C -0.62418 0.48233 -1.32198 0.9 0.1 0.0
C -1.18118 -0.36747 -0.19573 -0.7 0.3 -0.3
H -1.64794 1.88051 1.00808 0.1 0.2 0.0
```
Positions in Å, forces in eV/Å.

These are the natural (NBO) partial charges, in e, on atoms 1 to 8: 0.176, -0.993, -0.570, 0.076, 0.357, -0.881, -0.982, 0.448

=====

No. 4
Here is a gas-phase ion, C4H12N2O (charge -1) in a non-equilibrium geometry from the Open Molecules 2025 dataset. Energies are from wB97M-V/def2-TZVPD.

Properties
LUMO energy (alpha / beta) = 3.8076 / 3.6735 eV
Kohn-Sham gap (alpha / beta) = 2.52 / 8.97 eV
Multiplicity = 2
M = 104.15 g/mol
HOMO (alpha / beta) = 1.286 / -5.298 eV
Energy relative to the best compared isomer or geometry (same formula, charge and spin) = 200.7 kJ/mol
Charge = -1

```
19
Properties=species:S:1:pos:R:3:forces:R:3
H -1.92299 -2.08385 1.71628 0.0 -0.7 0.6
H 0.12781 1.76150 0.89225 -0.8 0.6 0.2
C -1.68913 -1.41234 0.92175 0.5 2.0 -1.5
H 0.50037 -1.39504 1.44016 -0.9 1.3 -0.5
H 1.09140 -0.00628 -1.90076 0.4 -0.9 0.3
N 1.10878 -0.64460 -1.08408 -2.7 -0.9 -1.5
H -2.48451 -0.65620 0.83273 0.2 0.0 0.7
H 0.96121 1.93260 -1.84876 0.6 -0.8 -1.8
H -0.82279 0.18475 -0.98176 0.7 -0.8 1.5
H 1.56309 2.87751 -0.70337 0.7 0.7 -0.2
H 2.01805 -0.54375 -0.70357 0.9 0.3 0.9
C -0.28859 -0.65289 1.06922 -2.3 -1.5 1.7
N 0.78595 2.30720 -0.97005 -1.2 0.3 1.5
H 1.53054 1.14635 0.57160 3.4 -1.0 1.3
C 0.66906 1.30845 0.07366 -3.4 1.7 0.0
H -0.52767 0.20907 1.80013 0.8 -1.5 -0.6
O -1.77757 -2.00472 -0.37683 1.0 -1.1 0.5
C 0.01720 -0.02163 -0.23227 2.4 2.3 -2.7
H -0.86019 -2.30613 -0.51632 -0.5 -0.1 -0.6
```
Positions in Å, forces in eV/Å.

These are the natural (NBO) partial charges, in e, on atoms 1 to 8: 0.153, 0.146, -0.070, 0.218, 0.326, -0.920, 0.159, 0.322

=====

No. 5
Here is a molecular structure, C4H12N2O in a non-equilibrium geometry from the Open Molecules 2025 dataset. Energies are from wB97M-V/def2-TZVPD.

Properties
LUMO energy = 0.8540 eV
Kohn-Sham gap = 9.17 eV
Multiplicity = 1
M = 104.15 g/mol
HOMO = -8.313 eV
Energy relative to the best compared isomer or geometry (same formula, charge and spin) = 389.1 kJ/mol

```
19
Properties=species:S:1:pos:R:3:forces:R:3
H -0.92197 -0.89704 2.14378 0.0 0.2 -0.2
N -0.29945 0.40792 0.61486 0.7 1.6 -1.8
H 0.94175 2.38934 -0.96209 -0.4 -0.9 -0.2
C 0.71785 1.89360 -0.02315 -0.6 -0.5 3.2
H -1.20623 -2.17239 0.21658 -0.1 -0.1 0.0
H -0.28261 0.67532 2.66043 -0.1 -0.1 0.1
H 0.11286 2.59063 0.54064 0.3 0.2 0.5
C -0.15568 -0.13597 1.94109 0.7 0.5 0.3
H 0.82485 0.27838 -2.20767 -0.3 -0.4 0.1
H -1.00985 -2.10333 -1.54605 0.1 0.0 0.1
C -1.18541 -1.51214 -0.64809 0.3 0.1 0.2
O 1.15645 -1.24162 -0.40259 -0.2 0.2 0.2
H 1.64927 1.63602 0.47669 0.1 0.3 0.2
H -0.82203 0.50768 -2.13694 0.1 -0.1 0.0
N 0.03226 0.44334 -1.59530 -0.5 -1.1 -1.1
H 1.83831 -0.67234 -0.02663 0.0 0.0 0.0
H 0.82269 -0.60459 2.14201 -0.1 0.0 0.0
C -0.06879 -0.47915 -0.45847 0.0 -0.1 -1.3
H -2.14428 -1.00365 -0.72911 0.0 0.0 0.0
```
Positions in Å, forces in eV/Å.

These are the natural (NBO) partial charges, in e, on atoms 1 to 8: 0.208, -0.483, 0.204, -0.386, 0.215, 0.206, 0.197, -0.438

=====

No. 6
Here is C4H12N2O in the gas phase in a non-equilibrium geometry from the Open Molecules 2025 dataset. Energies are from wB97M-V/def2-TZVPD.

Properties
SMILES = C[C@@H](O)[C@@H](N)CN
LUMO energy = 0.7576 eV
Kohn-Sham gap = 9.52 eV
Multiplicity = 1
M = 104.15 g/mol
HOMO = -8.758 eV
Energy relative to the best compared isomer or geometry (same formula, charge and spin) = 246.6 kJ/mol

```
19
Properties=species:S:1:pos:R:3:forces:R:3
C 1.96950 -1.18057 -0.35459 -2.0 -2.4 1.9
C 1.25415 0.09335 0.06229 -1.1 0.1 3.1
H -1.17254 -0.75318 -1.36755 0.1 0.8 0.5
H 1.74467 -2.07074 0.49142 1.1 2.7 -1.7
H -3.13537 -0.76472 -0.43547 0.2 -0.3 0.4
H -0.41553 0.61915 2.42147 0.2 0.0 -0.1
H -0.42128 -0.97617 1.05132 0.1 -1.0 -0.6
H 1.82626 0.36359 1.08654 -1.3 -0.3 -2.0
H -0.20181 1.79544 1.25499 -1.0 -1.2 0.6
N -0.69274 0.88188 1.48376 1.4 3.0 0.3
C -0.28012 -0.06395 0.48996 0.2 0.0 0.5
H 2.98590 -0.96804 -0.51702 1.6 -0.1 0.2
C -1.31008 0.09567 -0.62964 0.4 -0.7 -2.3
N -2.70315 0.11939 -0.18564 -1.8 0.7 -1.4
H 1.63160 -1.75622 -1.19145 -0.6 0.4 -1.1
H 2.11215 1.54311 -0.85707 1.5 0.7 -0.3
O 1.23389 1.23650 -0.77469 -0.7 -1.0 -0.1
H -1.12654 1.02885 -1.20987 0.2 -0.6 0.6
H -3.29896 0.75664 -0.81876 1.6 -0.9 1.4
```
Positions in Å, forces in eV/Å.

These are the natural (NBO) partial charges, in e, on atoms 1 to 8: -0.634, 0.100, 0.164, 0.213, 0.344, 0.353, 0.185, 0.143

=====

No. 7
Here is C4H12N2O in the gas phase in a non-equilibrium geometry from the Open Molecules 2025 dataset. Energies are from wB97M-V/def2-TZVPD.

Properties
SMILES = C[C@@H](CN)NCO
LUMO energy = 0.9529 eV
Kohn-Sham gap = 9.36 eV
Multiplicity = 1
M = 104.15 g/mol
HOMO = -8.402 eV
Energy relative to the best compared isomer or geometry (same formula, charge and spin) = 161.1 kJ/mol

```
19
Properties=species:S:1:pos:R:3:forces:R:3
C 0.17523 -0.56116 0.01966 0.4 1.0 0.0
H 0.05093 -0.81196 -2.14235 0.4 0.2 0.0
H 1.88929 0.32436 0.94981 0.0 0.4 0.1
H 0.38148 1.50091 0.32334 -0.4 0.4 0.1
H -0.32663 -0.98810 0.87974 -0.6 -0.4 0.3
H 1.17854 -1.94386 1.89939 0.0 0.0 0.3
C 1.65069 -0.59724 0.42458 0.5 -0.3 0.1
C -1.52819 1.19248 -0.55096 0.2 0.6 0.5
H -1.17583 -1.65290 -1.26593 -0.3 -0.1 0.1
O -1.98787 2.30078 0.21955 0.1 0.1 -0.1
H 0.44898 -2.29405 -1.22808 0.0 0.1 -0.1
C -0.13086 -1.36721 -1.22791 -0.1 -0.5 0.1
H 2.78363 -1.57611 1.83668 0.0 -0.1 0.1
H -2.19324 0.36174 -0.34002 -0.2 -0.4 -0.2
N 1.95676 -1.75449 1.28748 -0.2 0.0 -0.7
H -1.55744 1.45055 -1.61572 -0.3 0.0 -0.1
H -2.34468 2.96355 -0.37562 0.0 0.0 0.0
H 2.31672 -0.64279 -0.44567 -0.2 0.1 0.0
N -0.21279 0.84352 -0.14178 0.7 -1.1 -0.3
```
Positions in Å, forces in eV/Å.

These are the natural (NBO) partial charges, in e, on atoms 1 to 8: -0.041, 0.213, 0.160, 0.390, 0.154, 0.351, -0.204, 0.115